1.
This record from the Open Molecules 2025 dataset describes a cluster of 2 separate species, C4H12OS in total. The level of theory is ωB97M-V with the def2-TZVPD basis set.

Output
LUMO level in eV: 0.913
HOMO level in hartree: -0.309
Multiplicity: 1
SMILES: CCO.CSC

Element x y z (Å)
C: 1.87412 1.31470 0.46655
C: 1.32665 1.45333 1.85887
O: 0.09221 2.23214 1.70605
H: 1.44460 1.93315 -0.30252
H: 1.82761 0.34889 -0.04163
H: 2.93228 1.58789 0.35467
H: 1.00655 0.50819 2.28389
H: 1.96324 2.09887 2.45539
H: -0.17849 2.58547 2.56166
C: -1.11276 -0.56028 -0.30198
S: -0.46829 -2.09502 -0.92163
C: -1.59040 -2.59039 -2.22540
H: -1.97520 -0.66944 0.35708
H: -0.38189 -0.15451 0.35933
H: -1.35198 0.23000 -1.00648
H: -2.65084 -2.49288 -2.06379
H: -1.33125 -3.63684 -2.35980
H: -1.42615 -2.09328 -3.18025

Charges in e, computed with Mulliken, in the same order as the atoms: -1.053 -0.240 -0.539 0.372 0.251 0.327 0.268 0.348 0.277 -0.391 -0.064 -0.857 0.351 -0.260 0.335 0.311 0.279 0.286

---

2.
This record from the Open Molecules 2025 dataset describes a structure of composition C18H42F2N7O11P2Ti. The level of theory is ωB97M-V with the def2-TZVPD basis set.

Output
LUMO level (alpha / beta) in eV: -2.602 / -2.253
⟨S²⟩: 3.751
HOMO level (alpha / beta) in hartree: -0.264 / -0.264
Multiplicity: 4

Element x y z (Å)
Ti: -1.36026 3.24554 -0.16413
N: -1.37152 -1.37308 -1.51197
O: -2.27556 -0.49242 -1.76867
O: -0.47717 -0.90460 -0.91568
O: -1.54644 -2.54230 -1.85486
C: -6.59241 -4.52518 -4.26799
C: -5.57808 -5.17976 -5.18771
O: -6.53254 -5.62741 -6.11951
C: -7.53838 -4.82625 -6.29128
O: -8.33386 -4.65866 -7.22780
O: -7.72679 -4.25733 -5.06383
F: -5.13392 -6.22884 -4.63445
H: -6.33752 -3.47747 -4.10848
H: -6.74663 -5.00283 -3.30043
H: -4.78842 -4.55499 -5.60509
C: 3.94757 -4.85756 0.68722
C: 3.84197 -4.41430 2.19330
O: 5.15677 -4.65380 2.62779
C: 6.02890 -4.60689 1.59758
O: 7.22595 -4.82587 1.61672
O: 5.35348 -4.53526 0.51328
F: 3.04513 -5.33546 2.74402
H: 3.23318 -4.19689 0.19605
H: 3.60066 -5.86893 0.47527
H: 3.54027 -3.40225 2.46314
O: 2.67229 4.49149 -3.27756
P: 3.81327 4.04901 -4.16311
N: 5.04475 5.24693 -4.45674
C: 4.82106 6.38200 -3.50418
C: 6.33658 5.06547 -5.12344
N: 3.52632 3.15149 -5.63698
C: 2.65682 2.01659 -5.51973
C: 3.17458 3.95665 -6.92698
N: 4.90544 3.12654 -3.25001
C: 5.69971 2.11264 -3.97849
C: 5.20644 3.35876 -1.79398
H: 3.82176 6.57152 -3.11228
H: 5.25569 7.30327 -3.89207
H: 5.31098 6.08148 -2.57803
H: 6.24233 4.28272 -5.87611
H: 7.02563 4.69492 -4.36450
H: 6.56828 6.05557 -5.51602
H: 2.54105 1.61378 -6.52593
H: 2.95836 1.28778 -4.76738
H: 1.64527 2.38476 -5.34846
H: 3.52962 3.53415 -7.86694
H: 2.10587 4.08928 -7.09539
H: 3.67762 4.92239 -6.87796
H: 5.29541 1.10989 -3.84009
H: 5.83979 2.39392 -5.02221
H: 6.74183 1.98504 -3.68558
H: 4.33136 3.41852 -1.14684
H: 5.66366 4.30138 -1.49313
H: 5.97201 2.62885 -1.53085
O: -3.76856 1.06759 4.21861
P: -3.63413 0.01712 5.29171
N: -2.11946 -0.16750 6.01403
C: -1.72908 -1.32889 6.77104
C: -1.11547 0.82253 5.83634
N: -4.19564 -1.65791 4.94032
C: -5.61949 -1.82537 4.53486
C: -3.26969 -2.64624 4.22361
N: -4.68158 0.43573 6.59876
C: -5.06183 1.85235 6.75443
C: -4.97852 -0.48199 7.73027
H: -2.59924 -1.88927 7.11291
H: -1.16329 -0.90659 7.60149
H: -0.91058 -1.74381 6.18280
H: -0.93883 1.39832 6.74483
H: -1.54940 1.56691 5.16873
H: -0.18673 0.40041 5.45245
H: -5.66359 -2.65284 3.82674
H: -6.29455 -2.02684 5.36661
H: -5.97151 -0.94369 3.99932
H: -2.46099 -1.99478 3.89238
H: -2.90666 -3.38601 4.93708
H: -3.76516 -3.17980 3.41249
H: -4.16184 2.46158 6.83785
H: -5.65179 2.27839 5.94293
H: -5.46714 2.08461 7.73925
H: -5.89921 -0.21968 8.25145
H: -4.08848 -0.36327 8.34818
H: -5.16573 -1.48506 7.34699

Charges in e, computed with Mulliken, in the same order as the atoms: 0.978 1.026 -0.706 -0.659 -0.636 -0.429 0.376 -0.327 0.712 -0.560 -0.341 -0.264 0.235 0.284 0.313 -0.362 0.237 -0.325 0.728 -0.552 -0.327 -0.278 0.294 0.271 0.313 -0.873 0.361 0.238 -0.955 -0.907 0.215 -1.037 -1.008 0.257 -1.211 -1.043 0.288 0.318 0.278 0.278 0.228 0.367 0.356 0.272 0.377 0.325 0.351 0.363 0.371 0.381 0.418 0.301 0.299 0.391 -0.858 0.371 0.331 -1.158 -1.074 0.124 -1.022 -0.911 0.273 -1.012 -1.029 0.364 0.402 0.328 0.333 0.300 0.338 0.437 0.230 0.307 0.274 0.247 0.425 0.297 0.274 0.394 0.394 0.348 0.271

---

3.
This record from the Open Molecules 2025 dataset describes a cluster of 7 separate species, C6H26O7 in total. The level of theory is ωB97M-V with the def2-TZVPD basis set.

Output
LUMO level in eV: 0.290
HOMO level in hartree: -0.376
Multiplicity: 1
SMILES: CO.CO.CO.CO.CO.CO.O

Element x y z (Å)
C: -0.83326 -5.28405 -3.30806
O: -0.34491 -4.17038 -2.54767
H: -0.31290 -6.19898 -3.02481
H: -1.86522 -5.56678 -3.10015
H: -0.80334 -4.97423 -4.35268
H: -0.10731 -3.39725 -3.06479
C: 1.07955 0.72869 5.45269
O: 0.45535 0.39549 4.19968
H: 1.69927 1.61903 5.34625
H: 0.44170 0.79293 6.33424
H: 1.79913 -0.00551 5.81498
H: 1.07542 0.10739 3.52580
C: 1.93852 4.28981 1.95146
O: 0.61165 4.28484 2.45339
H: 1.95473 3.81164 0.97207
H: 2.33679 5.30437 1.96352
H: 2.58871 3.72161 2.61669
H: 0.49544 3.49662 2.98893
C: -1.98170 4.13393 -1.72367
O: -0.88431 4.93255 -2.24784
H: -2.84709 4.78354 -1.85480
H: -2.00002 3.23443 -2.33901
H: -2.00192 3.81918 -0.68030
H: -0.79911 5.71377 -1.69644
C: -2.65141 -4.67830 1.68828
O: -1.41443 -4.28604 1.18418
H: -3.10169 -3.89834 2.30229
H: -3.37939 -4.85074 0.89555
H: -2.64841 -5.61362 2.24799
H: -1.34581 -4.40827 0.23447
C: 2.74682 0.16428 -3.97075
O: 1.39478 -0.25564 -3.82910
H: 2.90773 0.92995 -4.72967
H: 3.09326 0.63405 -3.05021
H: 3.38690 -0.69109 -4.18694
H: 1.15435 0.22196 -3.03179
O: -0.52800 0.42834 -0.19029
H: -0.76872 -0.37512 0.27094
H: -0.54097 1.10609 0.48552

Charges in e, computed with Mulliken, in the same order as the atoms: -0.508 -0.497 0.220 0.218 0.271 0.310 -0.598 -0.484 0.243 0.270 0.271 0.295 -0.511 -0.485 0.228 0.228 0.239 0.303 -0.470 -0.509 0.265 0.205 0.224 0.284 -0.553 -0.494 0.228 0.247 0.246 0.310 -0.580 -0.472 0.243 0.263 0.223 0.314 -0.612 0.318 0.305

---

4.
This record from the Open Molecules 2025 dataset describes a cluster of 2 separate species, C6H16NO in total. The level of theory is ωB97M-V with the def2-TZVPD basis set.

Output
LUMO level in eV: -3.307
HOMO level in hartree: -0.479
Multiplicity: 1
Net charge: +1

Element x y z (Å)
C: -1.17710 0.31761 -0.87525
C: 0.28075 -0.22752 -0.80974
C: 0.89526 -0.21909 0.55798
C: 0.84509 -1.31928 1.31974
C: 1.65754 0.99033 1.02038
C: 3.18748 0.85735 0.73783
N: -1.98000 -0.02288 0.31929
H: -1.60426 -0.08029 -1.77637
H: -1.09683 1.40218 -0.95231
H: 0.77654 0.51268 -1.44602
H: 0.29012 -1.18230 -1.33173
H: 1.58200 -1.47870 2.09893
H: 0.31851 -2.18100 0.93585
H: 1.39408 1.83925 0.38281
H: 1.52992 1.12648 2.09007
H: 3.57384 1.79843 0.32003
H: 3.79213 0.98673 1.63984
H: 3.42774 0.05286 0.05430
H: -1.52723 0.37346 1.14102
H: -1.94904 -1.03279 0.51060
H: -2.98152 0.16569 0.29872
H: -4.24681 -0.48109 -1.66895
H: -3.54693 -1.20127 -2.75177
O: -3.44126 -0.99684 -1.81524

Charges in e, computed with Mulliken, in the same order as the atoms: -0.575 -0.752 0.333 -0.968 -0.548 -1.183 -0.246 0.347 0.378 0.348 0.472 0.351 0.300 0.280 0.431 0.345 0.343 0.342 0.363 0.321 0.349 0.318 0.315 -0.663

---

5.
This record from the Open Molecules 2025 dataset describes an isolated molecule of C9H7NO2. The level of theory is ωB97M-V with the def2-TZVPD basis set.

Output
LUMO level (alpha / beta) in eV: -1.242 / -1.246
HOMO level (alpha / beta) in hartree: -0.317 / -0.317
Multiplicity: 1
SMILES: O=C1NC(=O)C2=C3C1=CCC[C@@H]23

Element x y z (Å)
O: -0.14141 -3.18007 -0.23142
C: -0.55272 -2.10679 0.22523
N: -1.77254 -1.58022 0.05386
C: -2.13402 -0.20139 0.10690
O: -3.05744 0.15494 -0.63692
C: -1.25774 0.56614 0.96631
C: -0.08148 0.00859 1.35934
C: 0.46681 -1.14300 0.78250
C: 1.61108 -0.53160 0.27573
C: 1.30853 0.23727 -0.97341
C: 0.87080 1.61961 -0.41132
C: 0.06725 1.38083 0.86611
H: -2.36747 -2.18041 -0.49915
H: 2.32391 0.05607 1.00381
H: 0.41426 -0.19150 -1.47608
H: 2.12399 0.42747 -1.83537
H: 1.74877 2.21611 0.02011
H: 0.37270 2.22297 -1.18959
H: 0.05674 2.22499 1.59335

Charges in e, computed with Mulliken, in the same order as the atoms: -0.600 0.402 -0.088 0.334 -0.607 -0.515 0.444 0.106 -0.292 -0.513 -0.751 -0.209 0.267 0.357 0.226 0.317 0.356 0.364 0.401

---

6.
This record from the Open Molecules 2025 dataset describes an isolated molecule of C6H12O. The level of theory is ωB97M-V with the def2-TZVPD basis set.

Output
LUMO level (alpha / beta) in eV: -0.006 / -0.113
HOMO level (alpha / beta) in hartree: -0.281 / -0.289
Multiplicity: 1

Element x y z (Å)
C: 2.10903 -0.35206 -0.05293
C: 1.27920 -0.49346 -1.21595
C: -0.16984 0.45578 -0.84503
C: -1.46813 -0.00551 -1.07988
C: -0.10970 0.64294 0.66435
C: -0.62957 -0.41000 1.62469
O: -1.96832 -0.22447 2.03652
H: 1.16988 0.43522 0.72753
H: 2.95599 0.33050 -0.06588
H: 2.23304 -1.20776 0.61020
H: 0.92149 -1.50115 -1.42247
H: 1.65811 -0.02099 -2.12300
H: 0.02706 1.40224 -1.35557
H: -2.11492 0.39692 -1.85632
H: -1.82503 -0.90678 -0.58452
H: -0.41019 1.64297 0.99284
H: -0.46652 -1.41583 1.20124
H: -0.03487 -0.35270 2.54316
H: -2.47830 -0.03947 1.23671

Charges in e, computed with Mulliken, in the same order as the atoms: -0.710 -0.645 0.365 -1.135 -0.256 -0.701 -0.543 0.044 0.323 0.313 0.283 0.329 0.298 0.261 0.427 0.300 0.302 0.370 0.374

---

7.
This record from the Open Molecules 2025 dataset describes a cluster of 13 separate species, C19H64N12O13 in total. The level of theory is ωB97M-V with the def2-TZVPD basis set.

Output
LUMO level in eV: -0.232
HOMO level in hartree: -0.293
Multiplicity: 1

Element x y z (Å)
C: -3.39102 3.71433 1.12842
C: -3.69935 4.09660 2.55811
O: -2.60774 3.95681 3.36560
H: -2.77845 2.79520 1.13221
H: -2.75682 4.36984 0.64584
H: -4.31856 3.57688 0.59250
H: -4.53766 3.51783 2.91994
H: -4.06487 5.12975 2.47253
H: -2.91521 4.12488 4.25364
C: -3.42266 0.34194 -0.67857
C: -3.21959 -1.20482 -0.38084
O: -2.47384 -1.69189 -1.50501
H: -4.20464 0.54423 -1.40710
H: -2.51974 0.88678 -0.95819
H: -3.67961 0.84695 0.23074
H: -4.19648 -1.61230 -0.17494
H: -2.62488 -1.32212 0.52490
H: -1.96548 -2.40139 -1.18453
C: 4.17212 -0.23520 0.93393
C: 3.81177 1.20678 0.50468
O: 2.90865 1.73539 1.41686
H: 3.19582 -0.68222 0.85247
H: 4.58093 -0.29280 1.92434
H: 4.87287 -0.65663 0.25015
H: 3.36104 1.22713 -0.50162
H: 4.69448 1.84665 0.42687
H: 2.64926 2.59222 1.09617
C: -1.55402 1.66760 -3.66965
C: -0.43053 2.70833 -3.90438
O: 0.02457 3.07549 -2.60584
H: -1.31438 0.84449 -3.02082
H: -1.87050 1.28859 -4.65257
H: -2.42176 2.11250 -3.40281
H: -0.64086 3.54347 -4.51820
H: 0.29412 2.08233 -4.37236
H: 0.19256 2.22862 -2.16630
C: 3.66298 -0.58713 -2.72443
C: 2.27028 -0.20251 -3.27486
O: 2.36167 0.20104 -4.57689
H: 3.45594 -1.08824 -1.76225
H: 4.28825 0.23748 -2.50539
H: 4.23335 -1.29293 -3.32847
H: 1.81847 0.58262 -2.66922
H: 1.64064 -1.08673 -3.39852
H: 1.55388 0.02722 -4.98405
C: 0.29504 -0.70137 -0.53697
C: -0.05112 0.35753 0.44729
O: 0.02408 1.58108 -0.19739
H: -0.20288 -0.50901 -1.54307
H: -0.07232 -1.64937 -0.10934
H: 1.37962 -0.81202 -0.79041
H: 0.63509 0.44106 1.22103
H: -0.99506 0.17570 0.83542
H: 0.01961 2.29255 0.49894
C: -0.38561 -1.79550 -5.17548
O: -0.03281 -0.50024 -5.46371
N: -0.13494 -2.76721 -6.02572
N: -0.86875 -2.21956 -4.05896
H: 0.42676 -2.61982 -6.86888
H: -0.43029 -3.75710 -6.00014
H: -1.11622 -1.53866 -3.33109
H: -0.99703 -3.18700 -3.82201
C: -0.65436 -4.34486 -1.28859
O: 0.71350 -4.20160 -1.40361
N: -1.47447 -4.86273 -2.20132
N: -1.25903 -3.97093 -0.22118
H: -1.07888 -5.43968 -2.96757
H: -2.49627 -4.89583 -2.15037
H: -0.61742 -3.65709 0.54082
H: -2.22995 -4.19319 0.08024
C: 0.20798 -2.45955 2.71989
O: -0.74509 -1.60774 3.22930
N: 1.53017 -2.21621 2.68342
N: -0.07831 -3.69354 2.27147
H: 1.65579 -1.19559 3.07702
H: 1.99828 -2.43093 1.78613
H: -1.03884 -3.92323 2.46255
H: 0.60328 -4.39205 1.92916
C: 1.11935 0.82698 4.15259
O: 0.10658 1.27023 3.37452
N: 1.04169 0.67130 5.44670
N: 2.17126 0.33388 3.57012
H: 0.30835 1.20491 5.84525
H: 1.87055 0.40227 5.94341
H: 2.20722 0.79289 2.65819
H: 3.04209 0.05781 4.07358
C: 1.10629 4.05646 1.80341
O: 1.56091 3.74292 3.07231
N: -0.13065 3.93713 1.41053
N: 1.92663 4.46094 0.86253
H: -0.81622 3.75031 2.12542
H: -0.40685 4.62518 0.68837
H: 2.88850 4.74493 1.10679
H: 1.63709 4.76164 -0.09416
C: -3.53083 0.50903 3.15882
O: -4.81674 0.96526 2.89810
N: -3.22671 -0.74796 2.99226
N: -2.56581 1.23015 3.66328
H: -4.04065 -1.31166 2.67098
H: -2.32328 -1.14896 3.18150
H: -2.67028 2.24873 3.52790
H: -1.58824 0.94214 3.56252
C: 3.78848 -3.35817 0.01860
O: 2.42560 -3.16889 0.34670
H: 3.68743 -3.12832 -1.02825
H: 3.98309 -4.42497 0.16140
H: 4.32227 -2.67701 0.66002
H: 1.95833 -3.62855 -0.38234

These are the Mulliken partial charges, in e, on atoms 1 to 99: -0.476 -0.571 -0.632 -0.365 0.449 0.425 0.364 0.444 0.265 -0.621 0.167 -0.505 0.503 -0.270 0.123 0.586 -0.318 0.267 -0.864 -0.354 -0.439 -0.246 0.412 0.672 0.105 0.440 0.053 -0.828 -0.281 -0.558 -0.001 0.447 0.506 0.410 0.120 0.094 -1.009 1.057 -0.706 -0.117 0.350 0.427 -0.326 -0.111 0.511 4.747 1.944 0.618 -1.243 -1.523 -1.818 -0.848 -0.642 -0.310 0.657 -0.778 -0.426 0.136 0.271 0.134 -0.078 0.109 0.446 -0.843 -0.349 -0.259 0.328 0.187 -0.026 0.296 0.104 -0.890 -0.226 -0.481 0.606 0.373 0.306 0.223 0.128 -0.427 -0.384 -0.196 0.313 0.185 -0.182 0.280 0.207 -0.689 -0.321 -0.439 0.139 0.234 0.290 0.187 0.370 -0.793 -0.210 -0.196 0.228

---

Record-wise strongest force on any atom values, in hartree/bohr: 0.0470 0.1247 0.0296 0.0346 0.0847 0.0214 0.1758
Record-wise energy above the lowest of the compared OMol25 structures with the same formula, charge and spin values, in eV: 1.234 9.829 5.010 1.787 6.694 5.264 7.413